No. 1
Entry from OMol25: a cluster of 13 separate species, C31H94N6O13 in total at a distorted geometry (wB97M-V/def2-TZVPD).

The geometry in XYZ format:
```
144
Properties=species:S:1:pos:R:3:forces:R:3
C 1.0458 -1.7567 -4.9390 0.3829 -0.3685 -0.1658
O 2.3610 -2.1294 -4.7107 2.2362 -0.3120 0.7723
H 0.4929 -2.3412 -4.2037 -0.6371 0.3683 -0.2966
H 1.0067 -0.6793 -4.7783 -0.9757 0.0191 -0.1886
H 0.9009 -2.0933 -5.9656 -1.3126 0.4747 -0.1000
H 2.9134 -1.4727 -5.1409 0.3757 -0.1614 -0.0523
C -1.8821 6.9332 -1.1108 -1.3142 0.9869 -0.3158
O -0.5564 6.8009 -1.4486 1.4817 -0.9371 -0.0623
H -2.3466 7.4932 -1.9225 -0.2502 0.1659 0.2100
H -2.4117 5.9830 -1.0416 -0.0551 -0.1561 0.2384
H -1.9073 7.5026 -0.1817 -0.7918 0.0032 0.1635
H -0.2473 6.2528 -0.7236 0.9320 -0.0788 -0.2085
C -1.1634 5.4202 4.5525 0.7154 0.0213 0.1951
O -0.1673 5.7573 3.6066 0.1505 -0.3797 -1.2086
H -0.6381 4.9798 5.4000 -0.4691 0.4531 0.6555
H -1.7406 6.3298 4.7184 -0.2523 -0.2895 0.7311
H -1.8132 4.6122 4.2163 0.0608 0.2160 -0.6115
H 0.5871 6.1749 4.0286 -0.1973 -0.0408 0.2052
C -0.2059 -0.4836 5.6499 -0.7502 -0.3015 0.2859
O 0.4268 -0.0741 6.8612 0.1647 0.2496 -0.5349
H 0.3088 -1.1570 4.9646 0.9128 0.2484 0.1861
H -1.1213 -1.0443 5.8391 -0.3288 0.1526 0.3318
H -0.4894 0.4238 5.1166 0.1806 -0.0364 0.0592
H 0.7824 -0.7916 7.3907 -0.1776 -0.3058 -0.3443
C -8.4184 5.3229 3.3244 0.7254 -0.7011 -0.9113
O -9.1647 4.1018 3.2666 -0.3274 0.7759 0.0716
H -7.4764 5.0285 3.7870 0.1386 0.8592 0.4698
H -8.1463 5.6322 2.3152 -0.1928 -0.2960 -0.2104
H -8.9290 6.1943 3.7345 -0.0885 -0.3025 0.5863
H -9.2623 3.8600 4.1905 -0.2516 -0.3601 -0.0143
C -7.2206 -3.5067 1.3107 1.7529 -1.3889 -0.8778
O -8.1585 -2.9413 2.1188 -1.4879 1.5367 0.5883
H -7.6206 -4.2292 0.5993 -0.3134 -0.3328 0.0869
H -6.6831 -2.8032 0.6748 0.2219 0.3004 0.2342
H -6.5231 -4.0102 1.9801 0.3817 -0.2257 -0.3895
H -8.2726 -2.0587 1.7587 -0.6110 0.2475 0.3164
C -7.5724 0.0609 5.3242 0.3691 0.2180 0.1997
O -8.7624 -0.5096 5.8126 -0.4834 0.1127 0.0285
H -7.7884 0.5491 4.3739 0.4849 -0.1669 -0.3286
H -7.1863 0.8438 5.9770 -0.2241 -0.1409 0.3177
H -6.8460 -0.7511 5.2897 0.4867 0.3351 -0.5445
H -9.0329 -1.0141 5.0419 -0.6267 -0.3749 0.2874
C 8.5137 5.3033 4.5119 -0.0122 0.6536 0.6279
C 7.1248 5.2065 3.8932 1.2278 -0.5691 0.2666
C 6.1631 4.2997 4.6462 0.2327 -0.6518 -0.4338
O 5.1874 4.0322 3.6680 -1.7149 -0.2204 -1.1703
C 4.0986 3.1399 3.8720 0.0529 -0.2778 1.5009
N 6.5579 6.5100 3.7157 -0.7307 0.5504 -0.3618
H 8.4298 5.6651 5.5367 -0.0690 -0.4837 0.3794
H 9.1125 6.1148 4.0984 -0.0961 -0.0747 -0.6744
H 9.1116 4.3942 4.4482 -0.2339 -0.0657 0.1401
H 7.2217 4.6925 2.9369 0.1621 -0.1667 -0.2616
H 5.7139 4.6961 5.5568 0.1218 0.3092 0.0818
H 6.7150 3.3858 4.8663 0.0271 -0.2720 0.3407
H 4.2915 2.1034 3.5954 0.4695 0.0129 -0.4258
H 3.1445 3.4245 3.4284 0.4735 0.6033 -0.6921
H 3.8101 3.0589 4.9200 0.3014 0.2071 0.4728
H 7.1378 7.0684 3.1058 0.4373 0.1445 0.0959
H 5.7581 6.3288 3.1261 -0.6724 0.2959 0.1135
C -1.6181 -5.1660 0.0738 -3.3812 -2.1571 -1.3075
C -0.2659 -5.7494 -0.0904 -1.1918 0.3424 1.1229
C 0.0733 -6.1670 -1.5073 0.9456 -1.8177 -0.1411
O 1.3562 -6.8547 -1.5514 -0.6480 0.4443 -0.9603
C 1.6805 -7.2081 -2.9063 1.4431 -0.4878 0.6287
N 0.4693 -4.6507 0.3843 3.4993 1.3918 -0.5818
H -2.0445 -4.6190 -0.7671 0.6655 0.8656 -0.0099
H -1.8356 -4.7072 1.0383 0.3942 0.0210 -0.2830
H -2.2512 -6.0463 -0.0373 -0.8402 -0.2075 0.5096
H -0.1986 -6.4377 0.7521 0.2415 -1.1965 -0.8213
H 0.1152 -5.3236 -2.1966 -0.0686 0.5172 0.1865
H -0.5942 -6.8936 -1.9705 -0.7379 0.1094 0.3246
H 2.5379 -7.8782 -2.8421 0.1031 -0.0676 0.2655
H 2.0661 -6.3875 -3.5112 -0.4639 0.5055 0.0935
H 0.9681 -7.7945 -3.4865 -0.7723 0.2901 0.3778
H 0.4821 -4.0947 -0.4587 0.0393 1.3811 0.0752
H 1.4312 -4.9582 0.3686 0.8232 0.1098 0.5370
C -10.5681 -0.8902 -1.4518 -0.9947 -1.4259 -0.5182
C -9.2377 -0.1951 -1.4201 -1.0857 -0.0556 -0.0286
C -9.1396 0.7374 -2.6236 1.3237 1.2816 -0.5690
O -8.0420 1.5694 -2.3359 1.8103 1.1848 -0.1818
C -7.4572 2.3256 -3.4258 -0.3341 -0.9258 1.2333
N -9.1455 0.4220 -0.1059 0.1856 0.7525 0.2123
H -10.5418 -1.8646 -0.9641 0.1025 0.1281 0.4113
H -10.8937 -1.1557 -2.4576 0.1670 0.1982 -0.3371
H -11.4070 -0.3392 -1.0266 0.2494 0.3202 0.1604
H -8.4622 -0.9602 -1.4587 0.2413 0.2017 -0.3673
H -9.9252 1.4500 -2.8749 -1.1248 -0.4013 0.6631
H -8.9430 0.2680 -3.5875 -0.0165 -0.9033 0.0348
H -6.5972 2.8596 -3.0217 -0.1194 -0.0069 0.1665
H -8.1568 3.0634 -3.8187 -0.1231 -0.1503 -0.2949
H -7.0691 1.6213 -4.1615 -0.2502 0.1272 -0.4277
H -9.9148 1.0689 -0.0068 -0.6653 -0.1514 0.1589
H -8.3866 1.0857 -0.0451 0.7324 -0.2586 -0.2272
C 7.4980 -5.5028 1.2074 -0.0570 -0.2215 0.9051
C 5.9948 -5.3083 1.0007 -0.1989 2.1037 0.4680
C 5.7545 -4.0626 0.0779 0.6757 -1.2395 -0.8994
O 6.6729 -3.0067 0.2110 0.1077 1.3350 1.7113
C 6.2814 -2.0296 1.2527 -0.6254 -0.1157 -2.0510
N 5.3597 -6.5041 0.5362 0.5927 -1.0344 -0.1601
H 8.0519 -5.5054 0.2686 0.0365 -0.1719 0.0587
H 7.7013 -6.3725 1.8322 -0.2397 -0.7260 -0.6393
H 7.9518 -4.7842 1.8899 -0.2845 0.8041 -0.5277
H 5.5502 -4.9923 1.9444 -0.0040 -0.4364 0.4566
H 4.7113 -3.7466 0.0765 -0.1863 0.2170 0.3217
H 5.9339 -4.4557 -0.9228 0.0039 0.0839 -0.3258
H 7.0616 -1.4342 1.7271 0.7306 -1.3454 0.4765
H 5.5207 -2.5004 1.8755 0.3889 0.3365 0.4850
H 5.8450 -1.1838 0.7213 -0.8585 -0.1362 -0.2929
H 5.9525 -6.9695 -0.1362 -0.1902 -0.1028 -0.1238
H 4.3934 -6.5607 0.2481 0.0628 0.6497 0.1080
C -3.7040 2.3348 0.9881 -1.0039 0.4914 -0.0900
C -3.0196 1.8149 -0.2559 -0.0796 1.2096 -0.0980
C -1.5055 1.6017 -0.0029 -0.6539 -0.7783 -0.6885
O -0.7622 1.3715 -1.2172 1.7259 0.3382 1.4678
C 0.5887 0.9686 -0.7743 -0.5659 -1.0905 -0.7040
N -3.6552 0.6561 -0.8956 1.3300 -0.6832 0.5993
H -3.6184 3.4214 0.9739 0.5480 0.0796 0.5420
H -3.4615 1.9067 1.9607 0.3476 -0.0617 -0.1567
H -4.7833 2.2392 0.8696 -0.1559 -0.4421 -0.0331
H -3.2212 2.5761 -1.0095 0.9064 0.8517 0.1391
H -1.4326 0.6943 0.5966 -0.0715 -0.3315 0.2308
H -0.9969 2.3668 0.5836 -0.4553 0.5217 -0.0672
H 1.1470 1.5265 -0.0225 -0.7961 1.0117 0.1086
H 1.2965 0.8673 -1.5971 -0.5624 0.1686 -0.4405
H 0.5029 -0.0201 -0.3234 -0.1206 -0.2599 -0.0398
H -4.4551 0.9552 -1.4350 -0.2088 0.1554 0.1008
H -2.9121 0.5460 -1.5706 -0.2149 -1.1924 -0.8636
C 6.4415 0.0551 -4.6160 0.4601 0.0377 0.3871
C 6.6728 0.0650 -6.1019 -0.1417 -0.0975 -1.4363
C 7.4281 -1.0956 -6.6679 0.4948 -1.7364 -0.9391
O 7.7329 -0.8553 -8.0440 -1.7895 1.4234 0.0422
C 8.3760 -1.8735 -8.7086 1.5078 -0.3357 -0.1945
N 5.3945 0.1704 -6.8041 -0.9585 0.2048 -0.4122
H 5.9208 -0.7506 -4.0984 -0.1667 -0.7586 -1.0156
H 5.7806 0.8885 -4.3777 0.7295 0.5471 0.3363
H 7.4328 0.0084 -4.1652 -0.0874 0.8841 0.5140
H 7.2338 0.9039 -6.5137 0.6317 0.5762 1.1299
H 6.8124 -1.9929 -6.6065 -0.3256 -0.2485 0.0201
H 8.3866 -1.3879 -6.2391 0.0640 0.5190 0.9108
H 8.3148 -1.8193 -9.7956 -0.8557 0.2518 0.0057
H 8.0899 -2.8704 -8.3734 -0.0509 -0.0934 0.0338
H 9.4427 -1.6983 -8.5687 0.4915 -0.6274 0.3658
H 5.5610 0.2553 -7.7967 0.3933 -0.8578 -0.4950
H 5.0891 1.1263 -6.6897 -0.4825 0.2808 0.8092
```
Positions in Å, forces in eV/Å.

- highest occupied orbital energy (eV) = -8.587
- 2S+1 = 1
- energy above the lowest of the compared OMol25 structures with the same formula, charge and spin (kJ/mol) = 399.05
- calculated total energy (Eh) = -2543.68907
- LUMO energy (eV) = 0.12
- HOMO-LUMO gap (eV) = 8.703



No. 2
Entry from OMol25: a structure of composition C27H42AsCoN4Si (wB97M-V/def2-TZVPD).

The geometry in XYZ format:
```
76
Properties=species:S:1:pos:R:3:forces:R:3
Co 0.8738 -0.0146 0.0350 0.4100 -0.3602 0.1987
C 1.5369 -2.8937 0.1612 -0.0315 0.0001 0.0029
N 0.5309 -1.9921 0.7626 -0.0596 -0.0874 -0.0509
C -0.8480 -2.3418 0.3543 -0.0023 0.0150 0.0782
C -1.1858 -1.7929 -0.9966 -0.0303 -0.0267 0.0006
C -2.0051 -2.4466 -1.8974 -0.0200 -0.0232 0.0117
C -2.3499 -1.8038 -3.0778 -0.0168 -0.0279 -0.0050
C -1.8664 -0.5278 -3.3165 0.0034 0.0384 -0.0182
C -1.0452 0.0527 -2.3695 0.0245 0.0006 0.0055
N -0.7051 -0.5671 -1.2329 -0.0630 0.4399 -0.1734
C 0.5938 -1.9385 2.2339 -0.0351 0.0221 0.0107
C 0.0844 -0.6161 2.7681 0.0237 -0.0017 -0.0063
C -0.3486 -0.5033 4.0784 -0.0433 -0.0467 0.0234
C -0.7105 0.7424 4.5641 -0.0148 0.0216 0.0225
C -0.6406 1.8416 3.7214 -0.0099 0.0273 -0.0102
C -0.2168 1.6474 2.4227 -0.0515 0.0320 -0.0219
N 0.1436 0.4471 1.9543 -0.0493 -0.2135 -0.0814
C 2.1596 -2.3797 -1.1238 -0.0299 0.0213 -0.0186
C 2.8446 -3.2569 -1.9512 -0.0050 -0.0404 -0.0140
C 3.4643 -2.7679 -3.0880 0.0075 -0.0048 -0.0051
C 3.3799 -1.4112 -3.3720 -0.0016 0.0001 -0.0038
C 2.6809 -0.6031 -2.5004 -0.0236 0.0256 -0.0117
N 2.0860 -1.0728 -1.3967 -0.1597 -0.1852 0.1035
H 1.1032 -3.8790 -0.0279 0.0099 -0.0287 0.0237
H 2.3428 -3.0472 0.8817 0.0183 0.0448 0.0095
H -1.5336 -1.8600 1.0608 0.0111 -0.0135 0.0082
H -1.0156 -3.4205 0.4121 0.0214 -0.0150 -0.0225
H -2.3710 -3.4405 -1.6751 0.0049 0.0143 -0.0004
H -2.9907 -2.2927 -3.7997 0.0065 -0.0013 0.0048
H -2.1169 0.0121 -4.2187 0.0025 -0.0073 0.0132
H -0.6430 1.0474 -2.5204 -0.0012 -0.0078 0.0020
H 1.6315 -2.0648 2.5462 0.0335 0.0636 -0.0195
H 0.0241 -2.7569 2.6842 0.0326 -0.0283 0.0155
H -0.3964 -1.3816 4.7099 0.0050 0.0163 -0.0135
H -1.0475 0.8551 5.5864 0.0071 -0.0102 -0.0103
H -0.9212 2.8299 4.0573 0.0060 -0.0115 -0.0043
H -0.1638 2.4735 1.7237 0.0032 0.0059 0.0092
H 2.8868 -4.3105 -1.7042 0.0035 0.0222 -0.0163
H 4.0027 -3.4352 -3.7482 -0.0059 0.0057 0.0112
H 3.8425 -0.9882 -4.2523 -0.0008 -0.0030 0.0057
H 2.5881 0.4617 -2.6821 -0.0019 -0.0041 0.0035
C -4.0249 1.6530 2.3526 0.0119 -0.0377 0.0048
Si -3.6140 0.4313 0.9899 -0.0644 0.0255 0.0037
C -4.3406 -1.2646 1.3600 0.0454 -0.0034 0.0111
C -4.2210 1.0520 -0.6736 0.0087 -0.0130 -0.0257
H -5.1126 1.7595 2.4244 0.0240 0.0111 0.0013
H -3.6077 2.6422 2.1551 -0.0137 -0.0146 -0.0110
H -3.6613 1.3159 3.3249 -0.0194 -0.0044 -0.0100
H -5.4304 -1.1887 1.4420 0.0295 -0.0002 -0.0096
H -3.9716 -1.6735 2.3031 -0.0170 0.0127 -0.0003
H -4.1247 -1.9851 0.5668 -0.0152 0.0227 0.0027
H -5.2950 1.2607 -0.6115 0.0350 -0.0113 -0.0073
H -4.0754 0.3093 -1.4614 -0.0061 0.0090 0.0314
H -3.7259 1.9751 -0.9809 -0.0137 -0.0055 0.0240
C 3.6038 -0.1158 3.7111 -0.0166 -0.0165 -0.0086
C 3.5756 1.1138 2.8098 -0.0105 -0.0008 0.0216
As 3.2088 0.7255 0.9311 0.0549 0.3814 -0.0599
C 3.4927 2.4720 0.0732 0.0189 0.0031 -0.0167
C 4.6238 3.3554 0.5885 -0.0115 -0.0010 0.0132
C 4.7387 -0.3743 0.3893 -0.0154 -0.0431 0.0390
C 6.0895 -0.0156 1.0002 -0.0045 -0.0028 0.0032
H 3.9407 0.1552 4.7116 0.0128 0.0129 -0.0104
H 4.2842 -0.8841 3.3391 -0.0072 0.0021 -0.0066
H 2.6136 -0.5574 3.8211 -0.0139 -0.0076 -0.0093
H 4.5338 1.6319 2.8392 0.0094 -0.0027 -0.0169
H 2.8197 1.8260 3.1457 -0.0127 0.0137 -0.0141
H 2.5386 2.9970 0.1699 -0.0054 0.0041 0.0137
H 3.6141 2.2603 -0.9926 0.0322 -0.0042 0.0017
H 4.5010 3.5925 1.6448 -0.0034 0.0057 -0.0025
H 4.6328 4.3001 0.0443 -0.0060 -0.0151 -0.0008
H 5.5996 2.8942 0.4570 0.0085 -0.0036 -0.0099
H 4.7768 -0.3227 -0.7002 -0.0001 0.0244 -0.0137
H 4.4719 -1.4061 0.6327 -0.0030 -0.0045 0.0246
H 6.4296 0.9678 0.6844 0.0061 0.0023 -0.0074
H 6.8419 -0.7380 0.6828 -0.0101 0.0054 -0.0002
H 6.0674 -0.0279 2.0897 -0.0048 -0.0126 -0.0122
```
Positions in Å, forces in eV/Å.

- highest occupied orbital energy (spin up / spin down) (eV) = -11.556 / -14.748
- 2S+1 = 5
- net charge = +2
- calculated total energy (Eh) = -5180.61457
- LUMO energy (spin up / spin down) (eV) = -5.26 / -5.97
- HOMO-LUMO gap (spin up / spin down) (eV) = 6.299 / 8.776



No. 3
Entry from OMol25: the ion C4H11N2 with charge +1 at a distorted geometry (wB97M-V/def2-TZVPD).

The geometry in XYZ format:
```
17
Properties=species:S:1:pos:R:3:forces:R:3
C 0.9855 -0.0844 1.3388 -1.0223 -0.4147 -0.6425
C 1.3435 0.2276 -0.1245 0.2376 -0.5775 0.8521
C 0.3427 1.1816 -0.7015 0.0063 -0.0137 0.1060
C -0.8732 0.8454 -1.1013 -0.3648 -0.0182 -0.1891
N -1.3124 -0.4976 -1.1825 0.8729 -0.6692 0.5752
N -0.2256 -1.0938 1.4387 2.4043 0.7904 -0.3054
H 0.5830 0.8350 1.7305 0.1445 0.1815 0.6526
H 1.7517 -0.5303 1.9478 0.4914 0.1665 0.1171
H 1.5078 -0.7121 -0.6482 -0.0853 -0.0178 -0.3789
H 2.3094 0.7135 -0.0794 0.2951 0.0558 -0.0705
H 0.6335 2.2227 -0.6722 -0.1779 0.0538 -0.1412
H -1.5902 1.5847 -1.3943 -0.2192 0.4041 -0.1021
H -0.7443 -0.7781 2.2488 -0.8532 -0.3051 -0.3145
H -2.2896 -0.6934 -1.3260 -0.0375 0.3438 -0.2878
H -0.7212 -1.0376 -1.8011 -0.2725 -0.1554 -0.1644
H 0.1447 -2.0254 1.6003 -0.0861 -0.1308 0.1996
H -0.6299 -1.0846 0.4805 -1.3334 0.3067 0.0936
```
Positions in Å, forces in eV/Å.

- highest occupied orbital energy (eV) = -13.002
- 2S+1 = 1
- net charge = +1
- energy above the lowest of the compared OMol25 structures with the same formula, charge and spin (kJ/mol) = 122.22
- calculated total energy (Eh) = -268.25834
- SMILES = N/C=C\CC[NH3+]
- LUMO energy (eV) = -3.24
- HOMO-LUMO gap (eV) = 9.763



> Which of these has the highest calculated total energy?

C4H11N2